{"formula": "C42H37B2Cl3N4O5RuSSe2", "method": "wB97M-V/def2-TZVPD", "multiplicity": 5, "charge": 2, "max_force_ev_per_a": 2.80, "s2": 6.009, "gap_ev": [6.71, 5.56], "total_energy_ev": -243371.805, "symbols": ["Ru", "Se", "Se", "C", "C", "C", "C", "C", "N", "C", "C", "C", "C", "C", "N", "H", "H", "H", "H", "H", "H", "H", "H", "C", "C", "C", "C", "C", "C", "C", "C", "O", "B", "O", "C", "C", "H", "H", "H", "H", "H", "H", "H", "H", "H", "H", "H", "H", "Cl", "C", "C", "C", "C", "C", "C", "N", "C", "C", "N", "C", "O", "C", "C", "C", "Cl", "S", "C", "C", "C", "Cl", "C", "H", "H", "H", "H", "H", "H", "H", "H", "H", "H", "H", "H", "H", "O", "B", "O", "C", "C", "C", "C", "C", "C", "H", "H", "H", "H"], "xyz": [[-0.93914, -1.10141, -0.26941], [-3.63943, -2.51814, 1.77467], [-1.36597, -2.47510, 2.26454], [-1.25775, -0.58298, 2.60596], [-1.49170, -0.10942, 3.89233], [-1.43713, 1.26967, 4.02024], [-1.01050, 2.01577, 2.93960], [-0.72174, 1.42513, 1.72193], [-0.89457, 0.10658, 1.57712], [-3.54743, -2.92627, -0.14366], [-4.57280, -3.57420, -0.72793], [-4.44020, -4.05362, -1.99518], [-3.31130, -3.79271, -2.74661], [-2.36703, -3.01663, -2.13010], [-2.46439, -2.57521, -0.85026], [-1.84092, -0.74465, 4.68538], [-1.59127, 1.78298, 4.96543], [-0.92640, 3.10673, 3.01612], [-0.29264, 2.08719, 0.95363], [-5.53656, -3.76205, -0.21959], [-5.20129, -4.67895, -2.46026], [-3.16698, -4.19567, -3.73947], [-1.46779, -2.73073, -2.68525], [-3.10966, -2.90780, -6.74522], [-1.93701, -1.99265, -6.93129], [-2.26502, -0.91906, -7.94368], [-0.74078, -2.83348, -7.35196], [-1.66635, -1.27935, -5.59733], [-0.40107, -1.24982, -5.01519], [-0.14152, -0.60254, -3.81197], [-1.24805, -0.01786, -3.19332], [-1.26727, 0.74777, -2.01452], [-2.61798, 1.19314, -1.92009], [-3.36355, 0.70821, -2.98884], [-2.48498, 0.00855, -3.79517], [-2.71009, -0.62674, -4.99900], [-3.10488, -3.59039, -7.62274], [-4.09192, -2.40441, -6.86200], [-3.14586, -3.51772, -5.83120], [-2.43606, -1.36950, -8.95306], [-1.49805, -0.16952, -8.02150], [-3.22097, -0.42448, -7.68659], [-0.98016, -3.30184, -8.34172], [-0.43216, -3.67350, -6.72173], [0.09658, -2.11024, -7.58923], [0.43865, -1.73980, -5.49255], [0.81489, -0.56942, -3.30077], [-3.67680, -0.60162, -5.41376], [9.48950, 0.26251, 4.82117], [7.95362, 0.38949, 4.08273], [7.09573, -0.74090, 4.09594], [5.87963, -0.68389, 3.41351], [5.42683, 0.52873, 2.87599], [4.09900, 0.57116, 2.18240], [4.33089, 0.04057, 0.77271], [3.11836, 0.03378, 0.04588], [2.69933, 1.14084, -0.65745], [1.45961, 0.83834, -1.10059], [1.09470, -0.43385, -0.64522], [2.11314, -0.84379, 0.09543], [3.08057, -0.24691, 2.75040], [2.15936, 0.44734, 3.62913], [2.90743, 1.00047, 4.82804], [3.02345, 2.35569, 5.06426], [2.41586, 3.61391, 4.05704], [4.12726, 2.71859, 6.33298], [4.32604, 1.07395, 6.65058], [3.64067, 0.30592, 5.79649], [6.26029, 1.66443, 2.99659], [5.70768, 3.21593, 2.41271], [7.52715, 1.56947, 3.51553], [7.42037, -1.64384, 4.59911], [5.14580, -1.50748, 3.52234], [3.77061, 1.61195, 2.16902], [4.73598, -0.98609, 0.85715], [5.13418, 0.63011, 0.26102], [3.37460, 1.98759, -0.87258], [0.80890, 1.41873, -1.69029], [2.21507, -1.77727, 0.67640], [1.38009, -0.27415, 3.88631], [1.74705, 1.20146, 3.00799], [4.87332, 0.92599, 7.53742], [3.64562, -0.72720, 5.91646], [8.19557, 2.39552, 3.50607], [-3.17933, 3.29626, -0.23377], [-3.23047, 1.94739, -0.51340], [-3.71097, 1.24389, 0.59304], [-3.98222, 2.20526, 1.58238], [-4.58306, 2.11467, 2.84535], [-4.77982, 3.31117, 3.53141], [-4.39865, 4.56432, 3.00369], [-3.88158, 4.62513, 1.72835], [-3.69139, 3.43558, 1.06164], [-4.81387, 1.18167, 3.34215], [-5.26262, 3.27301, 4.50238], [-4.54262, 5.42686, 3.63107], [-3.65164, 5.58546, 1.22826]], "forces_ev_per_a": [[0.23, -0.07, -0.25], [-0.14, -0.16, -0.65], [-0.12, -0.25, -0.04], [-0.48, -1.82, 1.97], [-0.50, 0.79, -0.72], [0.57, 0.00, 0.56], [0.02, 1.10, -0.45], [0.17, 1.00, 0.69], [0.63, 1.59, -1.50], [1.52, 1.32, 0.95], [-2.56, -0.94, 0.66], [-0.39, -0.80, -1.74], [0.02, -0.08, 0.50], [0.89, 0.45, -0.14], [0.07, -0.21, -0.68], [0.19, -0.26, 0.15], [-0.25, -0.24, -0.08], [0.06, -0.52, 0.05], [-0.43, -0.90, -0.15], [0.86, 0.04, 0.02], [-0.12, 0.26, 0.35], [0.02, 0.14, 0.08], [-0.22, 0.01, 0.29], [-1.79, -1.03, -1.28], [0.62, -0.04, 1.60], [-1.15, -0.35, -1.26], [0.81, 0.76, -2.17], [0.69, -0.49, -0.75], [0.75, -0.12, 0.31], [-0.86, 0.25, 0.85], [0.98, 0.23, -0.69], [-1.01, -0.23, -0.03], [-0.37, -0.61, -0.07], [0.35, 0.43, 0.32], [0.18, -0.18, 0.38], [-0.20, 0.70, 1.34], [-0.08, 0.07, 0.63], [0.51, -0.03, 0.41], [0.33, 0.25, -0.27], [0.25, 0.30, 0.69], [0.41, 0.29, -0.06], [0.51, -0.11, -0.03], [0.13, 0.39, 0.73], [-0.08, 0.49, 0.31], [-0.47, -1.11, 0.43], [-0.17, 0.01, -0.06], [0.06, -0.12, -0.43], [-1.02, -0.02, -0.54], [0.30, 0.10, 0.09], [-1.27, -1.50, 0.01], [0.38, 0.61, -0.56], [-0.25, 0.30, 1.10], [0.71, 0.20, 0.75], [-0.06, 0.21, 0.23], [1.82, -0.59, 0.69], [-0.66, 0.78, -0.65], [0.40, 0.08, -0.62], [0.05, -0.48, 0.28], [0.00, 0.53, 0.35], [0.88, -0.91, 0.24], [0.04, -0.43, 0.21], [1.66, -0.90, 0.36], [-1.04, 1.54, -0.63], [0.57, -0.15, -0.48], [-0.15, 0.05, 0.05], [-0.75, 0.75, -0.57], [0.09, 1.30, 0.17], [-0.01, -0.56, 0.17], [-1.07, -0.86, -0.72], [0.15, -0.16, -0.01], [0.31, -0.12, 0.31], [-0.04, 0.06, -0.07], [0.71, 0.42, -0.42], [-0.21, 0.05, -0.25], [-0.30, 0.39, -0.04], [-0.92, -0.35, 0.28], [-0.64, -0.67, 0.30], [-0.45, 0.42, -0.50], [-0.28, 0.68, -0.57], [0.23, -0.05, 0.07], [-0.66, 1.14, -0.08], [0.61, -1.03, 0.67], [-0.07, -1.73, -0.08], [0.28, 0.70, 0.03], [-0.25, -0.08, 0.26], [0.11, 0.32, 0.49], [-0.02, -0.11, 0.42], [-0.69, -0.24, -0.03], [0.54, -0.03, -0.27], [0.21, 0.19, -0.12], [-0.43, -1.18, 0.43], [0.37, 1.23, -0.56], [0.49, 0.34, -0.84], [-0.17, -0.10, -0.30], [0.16, 0.00, -0.05], [-0.05, 0.31, -0.19], [-0.07, -0.72, 0.42]], "lowdin_charge": [1.30, 0.75, 0.72, -0.71, -0.06, -0.01, -0.04, -0.10, -0.09, -0.62, -0.10, -0.02, -0.01, -0.11, -0.12, 0.12, 0.14, 0.14, 0.15, 0.14, 0.14, 0.11, 0.11, -0.06, -0.59, -0.03, -0.06, -0.16, 0.00, 0.01, -0.23, 0.03, -0.31, 0.22, -0.17, 0.07, 0.10, 0.10, 0.07, 0.11, 0.09, 0.09, 0.10, 0.09, 0.11, 0.11, 0.11, 0.13, 0.74, -0.67, -0.07, -0.02, -0.21, -0.32, -0.07, -0.06, 0.00, -0.12, -0.08, -0.13, -0.12, -0.12, -0.30, -0.95, 0.65, 1.05, -0.39, -0.15, -0.56, 0.72, -0.12, 0.11, 0.14, 0.10, 0.16, 0.17, 0.16, 0.09, 0.16, 0.12, 0.07, 0.07, 0.11, 0.11, 0.20, -0.38, 0.14, -0.18, 0.01, -0.06, -0.05, 0.02, -0.19, 0.12, 0.11, 0.11, 0.15]}